Entry 1:
A molecular structure, C5H5NOS in a non-equilibrium geometry. Source: OMol25; level of theory: ωB97M-V/def2-TZVPD.

* frontier orbital gap: 6.80 eV
* energy: -19631.9192 eV
* HOMO energy: -7.0510 eV

```
! RIJCOSX wB97M-V def2-TZVPD def2/J DEFGRID3
* xyz 0 1
S -1.2937 -1.9387 -0.1344
O -0.8644 0.3972 1.2116
N 1.0123 1.1580 0.1580
C 1.7117 0.4100 -0.6855
C 1.1889 -0.8159 -1.0831
C -0.3866 1.0978 0.1882
C -2.1122 0.0035 1.0990
C 0.0882 -1.4171 -0.6142
H 1.3482 2.0558 0.2950
H -2.5411 -0.4327 2.0098
H 1.8125 -1.5073 -1.5129
H -2.6663 0.3819 0.1603
H 2.7025 0.6075 -1.0919
*
```



Entry 2:
A single C4H6N2O molecule in a non-equilibrium geometry. Source: OMol25; level of theory: ωB97M-V/def2-TZVPD.

* frontier orbital gap: 11.23 eV
* SMILES string: N#C[C@@]1(CO)CN1
* energy: -9271.2352 eV
* HOMO energy: -10.4062 eV

```
! RIJCOSX wB97M-V def2-TZVPD def2/J DEFGRID3
* xyz 0 1
O -0.2033 -1.7813 -1.1915
N 1.0695 1.2054 -2.0976
N -0.4331 1.1306 1.1451
C -0.0025 0.2404 0.0758
C -0.9161 -0.8963 -0.3524
C 0.6524 0.8088 -1.0929
C 0.7193 0.2675 1.3731
H 0.5516 -0.5472 2.0747
H -1.8103 -0.4875 -0.8502
H -0.1495 2.0905 0.9610
H -1.2474 -1.4495 0.5350
H 1.7154 0.7041 1.3924
H 0.0539 -1.2855 -1.9726
*
```



Entry 3:
A molecular structure, C33H32N4O4Sn. Source: OMol25; level of theory: ωB97M-V/def2-TZVPD.

* frontier orbital gap: 5.95 eV
* energy: -54703.2955 eV
* HOMO energy: -13.4148 eV

```
! RIJCOSX wB97M-V def2-TZVPD def2/J DEFGRID3
* xyz 2 1
Sn -1.6594 -0.1355 -0.6328
O -3.6544 0.9055 0.2434
O 0.9050 -0.3017 -2.2946
O -0.2832 -3.5490 -0.3866
O -2.7359 1.4221 -2.3594
N -0.4429 0.8873 2.1132
N 2.5102 -0.8410 -0.2554
N 1.6181 -1.7292 -0.3113
N -1.0988 -0.0914 1.7361
C -0.4451 1.6432 -0.2003
C 0.0664 2.6106 -1.2360
C 1.2319 3.8360 0.7272
C -1.6099 -0.9617 2.7393
C -2.1626 -2.1591 2.3005
C -2.9387 0.8227 -3.6428
C -1.5779 -0.6387 4.0942
C 2.5385 -5.5531 -1.4952
C -2.1002 -1.5347 5.0070
C 1.2311 2.0519 -2.1399
C 1.9610 -2.9604 -0.7362
C -2.6476 -2.7403 4.5760
C -3.7948 1.8610 1.3081
C -3.8814 2.0833 -1.8235
C 0.9267 -3.9478 -0.7361
C 5.3732 3.2367 0.4298
C 3.3664 2.6636 -0.7832
C 3.2787 -3.3094 -1.1437
C -4.5669 1.1642 -0.8404
C 4.3423 3.5871 -0.4227
C 1.2480 -5.2517 -1.1182
C -2.6822 -3.0514 3.2246
C -1.3857 -4.4555 -0.5513
C 3.4684 1.3578 -0.2836
C 2.1926 3.1291 -1.5907
C 4.5160 1.0094 0.5855
C 2.5217 0.3539 -0.7153
C -0.0235 1.7771 1.0677
C 1.5155 0.6292 -1.8197
C 1.0144 3.7472 -0.7500
C 3.5646 -4.5858 -1.5143
C 5.4562 1.9440 0.9482
C 0.7865 2.9010 1.5580
H 4.2846 4.5965 -0.8108
H -1.1574 0.3048 4.4122
H -3.0075 1.5972 -4.4071
H -2.1761 -2.3852 1.2419
H -2.2777 -3.8511 -0.4181
H 2.7709 -6.5728 -1.7737
H -2.9989 1.6847 2.0213
H -3.1151 -3.9859 2.8947
H -2.0852 -1.2943 6.0610
H -4.7943 0.1979 -1.2932
H -3.5111 2.9625 -1.2924
H 0.7334 4.7216 -1.1478
H -4.7591 1.7136 1.7936
H -4.5437 2.4201 -2.6223
H 2.5442 3.8077 -2.3661
H 0.9492 2.9642 2.6262
H -0.7630 2.9577 -1.8514
H -5.4914 1.5920 -0.4518
H 0.4958 -6.0257 -1.1102
H -3.8446 0.2127 -3.6572
H -3.7220 2.8802 0.9270
H 4.5692 -4.8655 -1.7956
H 6.2655 1.6744 1.6120
H 1.0160 2.1321 -3.2039
H -2.0758 0.1898 -3.8415
H -3.0540 -3.4340 5.2994
H -1.3514 -5.2426 0.2019
H 4.0471 -2.5488 -1.1114
H 4.5898 -0.0100 0.9414
H 6.1238 3.9703 0.6914
H 1.7731 4.6936 1.1075
H -1.3769 -4.8844 -1.5522
*
```



Entry 4:
2 unconnected molecules or ions with the total composition C3H6INO3 in a non-equilibrium geometry. Source: OMol25; level of theory: ωB97M-V/def2-TZVPD.

* frontier orbital gap: 7.22 eV
* SMILES string: NC=C(O)O.O=CI
* energy: -18939.2787 eV
* HOMO energy: -7.3293 eV

```
! RIJCOSX wB97M-V def2-TZVPD def2/J DEFGRID3
* xyz 0 1
I 3.0420 -0.1070 0.7310
O 0.8974 -1.6551 -0.8369
O -0.5068 2.1915 -0.1880
O -1.4790 0.4228 -1.3141
N -0.9080 -1.3260 1.0562
C 1.5863 -0.7143 -0.8590
C -0.7601 0.0339 0.8820
C -0.9444 0.8394 -0.1772
H -0.1897 0.5570 1.7637
H -1.3040 0.9937 -2.1164
H -0.4892 -1.7068 1.9066
H 1.6993 -0.0241 -1.8077
H -0.5906 -1.9555 0.2538
H -0.0532 2.4505 0.7059
*
```



Entry 5:
5 unconnected molecules or ions with the total composition C3H16O4S in a non-equilibrium geometry. Source: OMol25; level of theory: ωB97M-V/def2-TZVPD.

* frontier orbital gap: 8.80 eV
* SMILES string: CCCS.O.O.O.O
* energy: -22394.6815 eV
* HOMO energy: -8.4261 eV

```
! RIJCOSX wB97M-V def2-TZVPD def2/J DEFGRID3
* xyz 0 1
S -0.3204 -3.2628 -0.0683
O -1.5370 -1.0590 -2.7614
O 0.1904 2.2679 -2.5216
O 1.7380 -0.0826 -1.8059
O 0.7718 3.7479 0.0136
C -0.3959 -0.1800 2.9757
C -0.1060 -2.5165 1.5040
C -0.5423 -1.0215 1.5909
H 1.8687 0.1761 -2.7323
H 0.0458 -0.4615 0.9253
H -1.1141 -1.6384 -3.4139
H 0.5751 -2.5461 -0.8777
H 0.6985 -0.0662 3.2160
H 0.9459 -2.5313 1.7405
H 1.3429 3.2731 0.5805
H -0.7317 -2.9526 2.2269
H 0.4667 2.7172 -1.7047
H 0.0289 3.0550 -3.0871
H 0.7001 4.6339 0.3967
H -0.7565 -0.7638 3.7769
H -1.5636 -0.9803 1.5400
H 0.9113 0.4000 -1.6951
H -0.7067 0.9086 2.9298
H -2.5102 -1.1173 -2.7487
*
```



Entry 6:
A molecular structure, C29H37Cl4N3O5PSY. Source: OMol25; level of theory: ωB97M-V/def2-TZVPD.

* frontier orbital gap: 5.56 eV
* energy: -116649.1062 eV
* HOMO energy: -1.5275 eV

```
! RIJCOSX wB97M-V def2-TZVPD def2/J DEFGRID3
* xyz -2 1
Y -0.0436 -0.0653 1.4415
Cl -1.3065 -4.9359 0.1012
Cl -2.9862 -6.4486 2.3082
Cl -2.3534 -2.1739 5.5992
Cl -3.5120 -5.0538 5.0665
S -2.8781 0.0612 0.8220
P 0.3268 0.4517 -2.3931
O -0.4979 2.1550 1.3585
O -0.3830 -2.2698 0.9712
O -0.8284 -1.0904 3.3001
O 0.2540 0.2687 -0.9261
O -0.6251 3.5413 -0.3859
N 0.5037 -1.0459 -3.0986
N 1.6008 1.3349 -2.9839
N -0.9774 1.2581 -3.0107
C -1.0718 -2.9276 1.8596
C -4.6100 4.3001 0.7015
C -1.6040 -4.1927 1.6456
C -2.3579 -4.8600 2.6240
C 3.1227 -1.3915 -0.6329
C -1.1434 2.8484 0.4964
C -3.2466 4.1246 0.5521
C 2.4746 -3.2349 1.8617
C 2.3654 0.4446 2.5429
C -3.4376 1.7196 0.8365
C 2.5178 -1.7356 1.8592
C 2.7977 0.8026 -3.5840
C -4.8249 1.9244 0.9808
C -2.2725 1.1961 -2.3573
C -2.0700 -2.9637 4.0780
C -1.0020 1.9430 -4.2791
C 2.9801 1.6518 0.3253
C 2.2539 -0.9071 2.9630
C -1.3107 -2.2826 3.1321
C 0.2076 -2.2390 -2.3102
C 2.7223 0.4353 1.1678
C 2.2251 1.6650 3.4075
C 1.9655 -1.3619 4.3648
C 0.2061 -1.1850 -4.5054
C 2.7859 -0.9080 0.7458
C -2.5885 -4.2458 3.8367
C -5.4012 3.1774 0.9234
C 1.6320 2.7645 -2.7106
C -2.6475 2.8697 0.6365
H 1.6003 3.3375 -3.6458
H 2.7252 -0.2787 -3.6708
H -1.3389 2.9753 -4.1392
H 2.2953 2.5714 2.8045
H 2.5522 3.0236 -2.1831
H 2.1255 2.3347 0.3083
H 0.4076 -2.0739 -1.2521
H 2.7501 -2.4043 -0.7931
H 3.8526 2.2174 0.6760
H -0.8605 -1.3735 -4.6866
H 0.4902 -0.2855 -5.0509
H -2.2035 0.6471 -1.4177
H -0.0165 1.9586 -4.7321
H 1.4321 -0.5925 4.9256
H 2.6678 -0.7594 -1.3923
H 1.2570 1.7072 3.9195
H 2.7378 -3.6314 2.8446
H 0.7734 -2.0252 -4.9176
H 3.6801 1.0372 -2.9763
H 3.1819 -3.6549 1.1419
H 2.9885 1.7267 4.1942
H 1.3339 -2.2510 4.3772
H -2.6265 2.2055 -2.1406
H -5.0488 5.2889 0.6462
H 0.7934 3.0577 -2.0752
H -6.4749 3.2781 1.0472
H 2.8891 -1.5967 4.9107
H -2.5996 4.9706 0.3576
H -0.8427 -2.5332 -2.4080
H 3.1801 1.3511 -0.7030
H 1.4801 -3.6057 1.6030
H 2.9520 1.2350 -4.5826
H -5.4404 1.0489 1.1391
H -1.6953 1.4543 -4.9760
H 0.8328 -3.0633 -2.6625
H -2.9985 0.6872 -3.0010
H 4.2053 -1.4038 -0.8210
*
```



Entry 7:
2 unconnected molecules or ions with the total composition CH5N2S in a non-equilibrium geometry. Source: OMol25; level of theory: ωB97M-V/def2-TZVPD.

* frontier orbital gap: 9.37 eV
* energy: -14924.3666 eV
* HOMO energy: -14.1795 eV

```
! RIJCOSX wB97M-V def2-TZVPD def2/J DEFGRID3
* xyz 1 1
S -2.4944 -0.0410 0.1036
N 1.6134 0.1818 -0.0865
N -0.7839 0.2611 -0.3088
C 0.3477 -0.1643 0.2560
H 2.3065 0.0354 0.6585
H -2.5316 -1.3808 0.5383
H -0.6637 0.9935 -1.4827
H 1.8943 0.9727 -0.7407
H 0.3119 -0.8583 1.0624
*
```